Computed, not measured: a molecular structure, C20H20Cl2N7SSiV, with ωB97M-V with the def2-TZVPD basis set.

```
52
Properties=species:S:1:pos:R:3:nbo_charge:R:1
V 0.115 0.299 -0.054 1.06
C 5.171 0.699 4.662 -1.11
Si 4.474 -0.418 3.328 1.64
C 4.567 -2.202 3.884 -1.11
C 5.487 -0.173 1.781 -1.11
C 2.641 0.027 3.143 -0.51
C 1.971 0.471 4.277 -0.12
C 0.621 0.829 4.264 -0.28
C -0.051 0.744 3.069 0.07
N 0.556 0.287 1.970 -0.53
C 1.854 -0.074 1.980 0.13
S 2.365 -0.637 0.405 -0.22
H 6.233 0.483 4.802 0.24
H 4.686 0.573 5.631 0.23
H 5.081 1.749 4.374 0.24
H 5.602 -2.501 4.066 0.24
H 4.153 -2.867 3.122 0.25
H 4.004 -2.361 4.807 0.24
H 6.539 -0.321 2.045 0.23
H 5.377 0.837 1.382 0.24
H 5.223 -0.873 0.992 0.26
H 2.510 0.561 5.214 0.21
H 0.120 1.178 5.155 0.23
H -1.088 1.035 2.951 0.22
N -0.014 -0.348 -4.273 -0.33
C 0.567 0.358 -3.306 0.23
N 0.167 -0.117 -2.146 -0.51
C -0.685 -1.145 -2.470 0.31
N -0.816 -1.317 -3.770 -0.27
C -1.291 -1.866 -1.380 0.01
C -2.058 -3.006 -1.527 0.06
N -2.560 -3.693 -0.510 -0.44
C -2.250 -3.186 0.715 -0.04
C -1.493 -2.070 0.910 -0.03
N -0.976 -1.353 -0.133 -0.50
H 0.079 -0.239 -5.268 0.42
H 1.243 1.181 -3.465 0.23
H -2.260 -3.368 -2.530 0.20
H -2.638 -3.718 1.575 0.20
H -1.270 -1.710 1.905 0.20
Cl -3.579 3.111 0.194 0.02
C -2.023 3.823 -0.058 -0.03
C -1.909 5.200 -0.135 -0.23
C -0.669 5.791 -0.332 -0.21
C 0.470 5.003 -0.446 -0.26
C 0.326 3.636 -0.361 0.03
Cl 1.708 2.573 -0.457 0.07
C -0.903 2.983 -0.174 0.03
N -0.960 1.622 -0.119 -0.60
H -2.800 5.805 -0.040 0.23
H -0.588 6.867 -0.393 0.22
H 1.447 5.444 -0.589 0.23
```

max |F|: 0.49 eV Å⁻¹
total energy: -3709.5903 Ha
spin multiplicity: 3
net charge: 0
expectation value of S²: 2.098